*w*
DFT (ωB97M-V/def2-TZVPD) results for a structure of composition C4H8O3Rb.

Computed properties:
HOMO = -13.12 eV
charge = +1
2S+1 = 1
gap between HOMO and LUMO = 9.60 eV

Geometry (Å):
C1 3.39 2.24 -0.25
C2 1.94 2.23 0.18
O1 1.88 1.32 1.29
H1 3.50 2.94 -1.09
H2 4.05 2.55 0.57
H3 3.70 1.24 -0.59
H4 1.29 1.90 -0.64
H5 1.59 3.21 0.52
Rb1 -0.22 -2.03 0.97
O2 0.54 1.09 1.62
O3 -1.53 0.28 1.71
C3 -1.52 1.19 2.57
C4 -0.25 1.91 2.71
H6 -0.36 2.97 2.44
H7 -2.44 1.78 2.70
H8 0.21 1.72 3.69

Löwdin atomic charge list, values in e, 2 entries: number 1, C, carries -0.06; number 2, C, carries -0.25



*x*
DFT (ωB97M-V/def2-TZVPD) results for a structure of composition C4H8O3Rb.

Computed properties:
HOMO (alpha / beta) = -10.89 / -11.10 eV
charge = +1
2S+1 = 1
gap between HOMO and LUMO (alpha / beta) = 7.20 / 7.55 eV

Geometry (Å):
H1 -0.39 1.75 -2.20
O1 -0.22 -0.68 -0.41
O2 1.85 0.07 -0.24
C1 0.93 -0.39 0.37
O3 0.71 -0.55 1.62
C2 1.78 -0.19 2.54
C3 -1.16 0.18 -0.67
C4 -2.36 -0.35 -1.28
H2 1.44 -0.54 3.51
H3 2.70 -0.68 2.23
H4 1.89 0.90 2.53
H5 -1.07 1.17 -0.20
H6 -2.53 0.23 -2.21
H7 -2.28 -1.41 -1.53
H8 -3.21 -0.10 -0.61
Rb1 1.93 0.60 -3.45

Löwdin atomic charge list, values in e, 2 entries: number 1, H, carries -0.05; number 2, O, carries 0.06



Which structure above is the least stable? It is *w*.